# 1
{"formula": "C42H48Cl3N3O2P2SY", "method": "wB97M-V/def2-TZVPD", "e_tot_ha": -4443.8145, "e_lumo_ev": -1.91, "e_above_lowest_kcal_mol": 0.0, "charge": 1, "orbital_gap_ev": 9.0, "largest_force_ev_per_a": 0.56, "symbols": ["Y", "Cl", "C", "Cl", "Cl", "C", "O", "O", "C", "P", "C", "C", "C", "C", "C", "C", "C", "C", "C", "C", "C", "C", "H", "H", "H", "H", "H", "H", "H", "H", "H", "H", "H", "H", "H", "C", "C", "C", "C", "N", "C", "S", "N", "C", "C", "C", "C", "H", "H", "H", "H", "H", "H", "H", "H", "H", "H", "H", "H", "H", "H", "H", "H", "H", "H", "H", "H", "N", "P", "C", "C", "C", "C", "C", "C", "C", "C", "C", "C", "C", "C", "C", "C", "C", "C", "C", "C", "H", "H", "H", "H", "H", "H", "H", "H", "H", "H", "H", "H", "H", "H", "H"], "positions_angstrom": [[-0.507, -0.143, 0.882], [0.313, -1.431, 5.897], [-0.416, -0.050, 5.081], [-1.983, 0.314, 5.778], [0.660, 1.365, 5.226], [-0.535, -0.305, 3.556], [-1.353, 0.420, 2.916], [0.215, -1.135, 3.014], [-1.987, -4.100, 0.789], [-1.635, -2.599, -0.172], [-0.408, -3.067, -1.420], [0.117, -2.065, -2.239], [1.118, -2.362, -3.149], [1.620, -3.654, -3.237], [1.114, -4.650, -2.415], [0.101, -4.361, -1.511], [-3.197, -2.241, -1.033], [-4.363, -2.173, -0.269], [-5.567, -1.813, -0.854], [-5.615, -1.501, -2.205], [-4.458, -1.558, -2.967], [-3.254, -1.932, -2.387], [-1.103, -4.413, 1.345], [-2.333, -4.913, 0.151], [-2.768, -3.872, 1.513], [-0.251, -1.045, -2.157], [1.516, -1.580, -3.783], [2.408, -3.884, -3.943], [1.502, -5.658, -2.479], [-0.281, -5.156, -0.884], [-4.344, -2.384, 0.795], [-6.465, -1.771, -0.251], [-6.553, -1.217, -2.664], [-4.484, -1.310, -4.020], [-2.362, -1.969, -2.998], [5.941, -4.433, -0.016], [4.955, -3.919, 1.022], [3.610, -3.547, 0.416], [2.575, -3.123, 1.446], [2.973, -1.941, 2.214], [2.798, -0.681, 1.835], [2.165, -0.312, 0.272], [3.127, 0.286, 2.695], [3.198, 1.720, 2.401], [4.396, 2.138, 1.559], [5.767, 1.869, 2.176], [6.241, 0.420, 2.092], [6.904, -4.678, 0.431], [6.117, -3.684, -0.791], [5.564, -5.331, -0.508], [5.382, -3.042, 1.521], [4.807, -4.672, 1.805], [3.195, -4.393, -0.143], [3.733, -2.740, -0.312], [2.407, -3.913, 2.181], [1.615, -2.911, 0.972], [3.385, -2.103, 3.121], [3.450, -0.003, 3.606], [3.223, 2.213, 3.374], [2.272, 2.025, 1.914], [4.279, 3.210, 1.376], [4.325, 1.660, 0.580], [5.781, 2.212, 3.217], [6.496, 2.496, 1.658], [5.673, -0.253, 2.736], [7.287, 0.333, 2.385], [6.152, 0.042, 1.070], [-1.090, 0.901, -0.794], [-1.862, 2.243, -1.014], [-3.261, 2.429, 0.119], [-3.879, 1.276, 0.592], [-4.944, 1.355, 1.478], [-5.400, 2.596, 1.896], [-4.797, 3.755, 1.421], [-3.733, 3.673, 0.537], [-2.524, 2.473, -2.676], [-3.821, 2.912, -2.919], [-4.291, 3.019, -4.222], [-3.467, 2.689, -5.286], [-2.171, 2.244, -5.050], [-1.704, 2.132, -3.752], [-0.803, 3.670, -0.661], [-0.500, 4.657, -1.588], [0.370, 5.691, -1.255], [0.928, 5.752, 0.010], [0.611, 4.780, 0.955], [-0.246, 3.749, 0.617], [-3.551, 0.307, 0.234], [-5.413, 0.449, 1.839], [-6.225, 2.664, 2.592], [-5.155, 4.722, 1.748], [-3.261, 4.584, 0.185], [-4.476, 3.164, -2.096], [-5.303, 3.358, -4.402], [-3.833, 2.773, -6.301], [-1.527, 1.983, -5.881], [-0.700, 1.765, -3.570], [-0.935, 4.626, -2.580], [0.605, 6.450, -1.989], [1.599, 6.561, 0.267], [1.020, 4.839, 1.956], [-0.512, 3.026, 1.385]], "atomic_forces_ev_per_a": [[0.3, -0.3, -0.3], [0.0, 0.0, 0.0], [0.0, -0.1, 0.0], [0.0, 0.0, 0.0], [0.0, 0.0, 0.0], [-0.1, 0.1, 0.1], [0.0, 0.1, 0.1], [0.0, -0.1, 0.1], [0.0, -0.1, 0.0], [0.0, 0.2, 0.0], [0.0, -0.1, 0.0], [0.0, 0.1, 0.0], [0.0, 0.0, 0.0], [0.0, 0.0, 0.0], [0.0, 0.0, 0.0], [0.0, 0.0, 0.0], [-0.1, -0.1, 0.0], [0.0, 0.0, 0.0], [0.0, 0.0, 0.0], [0.0, 0.0, 0.0], [0.0, 0.0, 0.0], [0.0, 0.0, 0.0], [0.0, 0.0, 0.0], [0.0, 0.0, 0.0], [0.0, 0.0, 0.0], [0.0, 0.0, 0.0], [0.0, 0.0, 0.0], [0.0, 0.0, 0.0], [0.0, 0.0, 0.0], [0.0, 0.0, 0.0], [0.0, 0.0, 0.0], [0.0, 0.0, 0.0], [0.0, 0.0, 0.0], [0.0, 0.0, 0.0], [0.0, 0.0, 0.0], [0.0, 0.0, -0.1], [0.0, 0.0, 0.1], [-0.1, 0.0, -0.1], [-0.1, 0.0, 0.1], [0.1, 0.0, 0.0], [-0.1, 0.0, 0.0], [0.0, 0.2, 0.1], [0.0, -0.1, -0.1], [-0.1, -0.1, 0.1], [-0.1, 0.1, -0.1], [0.1, 0.1, 0.0], [0.0, -0.1, 0.0], [0.0, 0.0, 0.0], [0.0, 0.0, 0.0], [0.0, 0.0, 0.0], [0.0, 0.0, 0.0], [0.0, 0.0, 0.0], [0.0, 0.0, 0.1], [0.0, 0.0, 0.0], [0.0, 0.0, 0.0], [0.0, 0.0, 0.0], [0.0, 0.0, 0.0], [0.0, 0.0, 0.0], [0.0, 0.0, 0.0], [0.0, 0.0, -0.1], [0.0, 0.0, 0.0], [0.0, 0.0, 0.0], [0.0, 0.0, 0.0], [0.0, 0.0, 0.0], [0.0, 0.0, 0.0], [0.0, 0.0, 0.0], [0.0, 0.0, 0.0], [-0.2, 0.2, 0.0], [0.2, -0.2, 0.0], [-0.1, 0.1, 0.0], [-0.1, -0.1, 0.0], [0.1, 0.0, 0.0], [0.0, 0.0, 0.0], [0.0, 0.0, 0.0], [0.1, 0.1, 0.0], [0.0, -0.1, -0.1], [0.0, 0.1, 0.0], [0.0, 0.0, 0.0], [0.0, 0.0, 0.0], [0.0, 0.0, 0.0], [0.1, 0.0, 0.0], [-0.1, 0.2, 0.1], [0.0, 0.0, -0.1], [0.0, 0.0, 0.0], [0.0, 0.0, 0.0], [0.0, 0.0, -0.1], [0.0, 0.0, 0.1], [0.1, 0.0, 0.0], [0.0, 0.0, 0.0], [0.0, 0.0, 0.0], [0.0, 0.0, 0.0], [0.0, 0.0, 0.0], [0.0, 0.0, 0.0], [0.0, 0.0, 0.0], [0.0, 0.0, 0.0], [0.0, 0.0, 0.0], [0.0, 0.0, 0.0], [0.0, 0.0, 0.0], [0.0, 0.0, 0.0], [0.0, 0.0, 0.0], [0.0, 0.0, 0.0], [0.0, -0.1, -0.1]], "lowdin_charge": [1.169, 0.633, -1.519, 0.657, 0.626, -0.824, -0.157, -0.119, -0.245, 0.953, -0.390, -0.144, -0.064, -0.067, -0.078, -0.087, -0.376, -0.126, -0.078, -0.068, -0.062, -0.074, 0.047, 0.061, 0.040, 0.064, 0.112, 0.110, 0.110, 0.096, 0.101, 0.110, 0.109, 0.110, 0.097, -0.106, -0.270, -0.210, -0.201, 0.031, -0.758, 0.677, 0.021, -0.212, -0.202, -0.247, -0.108, 0.073, 0.076, 0.075, 0.097, 0.113, 0.113, 0.097, 0.132, 0.075, 0.155, 0.146, 0.116, 0.084, 0.117, 0.091, 0.110, 0.108, 0.048, 0.075, 0.078, -0.405, 0.751, -0.303, -0.095, -0.066, -0.067, -0.064, -0.077, -0.297, -0.066, -0.071, -0.075, -0.076, -0.095, -0.288, -0.063, -0.067, -0.073, -0.078, -0.102, 0.068, 0.105, 0.109, 0.110, 0.115, 0.101, 0.108, 0.107, 0.106, 0.105, 0.105, 0.109, 0.108, 0.106, 0.095]}

---

# 2
{"formula": "C42H48GeN3OPtTe", "method": "wB97M-V/def2-TZVPD", "spin_multiplicity": 2, "s2": 0.76, "e_tot_ha": -4332.8887, "e_lumo_ev": [4.03, 4.03], "e_above_lowest_kcal_mol": 38.8, "charge": -2, "orbital_gap_ev": [4.5, 4.5], "largest_force_ev_per_a": 2.22, "symbols": ["Pt", "C", "Ge", "C", "C", "C", "H", "H", "H", "H", "H", "H", "H", "H", "H", "H", "C", "C", "C", "C", "C", "C", "Te", "N", "C", "O", "C", "C", "C", "C", "C", "C", "C", "C", "C", "C", "C", "C", "C", "C", "C", "C", "C", "C", "H", "H", "H", "H", "H", "H", "H", "H", "H", "H", "H", "H", "H", "H", "H", "H", "H", "H", "H", "H", "H", "H", "H", "H", "H", "H", "H", "C", "C", "C", "N", "C", "C", "H", "H", "H", "H", "H", "C", "C", "C", "C", "C", "C", "C", "C", "N", "H", "H", "H", "H", "H", "H"], "positions_angstrom": [[-1.705, 1.105, 1.766], [-2.649, 1.636, -2.259], [-3.941, 0.905, -0.914], [-5.740, 1.684, -1.456], [-4.057, -1.064, -1.303], [-3.519, 1.192, 0.930], [-2.583, 0.994, -3.133], [-1.666, 1.684, -1.806], [-2.934, 2.634, -2.583], [-6.010, 1.410, -2.472], [-5.717, 2.769, -1.400], [-6.531, 1.338, -0.796], [-3.703, -1.308, -2.300], [-5.076, -1.426, -1.197], [-3.434, -1.580, -0.581], [-4.324, 1.618, 1.533], [1.784, -3.307, -7.505], [1.574, -2.731, -6.132], [1.942, -1.434, -5.822], [1.688, -0.890, -4.569], [2.095, 0.532, -4.307], [1.058, -1.640, -3.570], [0.341, -0.578, -1.653], [-0.159, 0.498, 0.293], [0.645, 1.224, 1.009], [0.470, 1.351, 2.270], [1.768, 1.981, 0.389], [2.901, 2.305, 1.139], [3.890, 3.106, 0.607], [3.769, 3.620, -0.679], [2.638, 3.315, -1.428], [1.654, 2.502, -0.903], [1.256, -2.106, -0.482], [0.492, -2.858, 0.411], [-0.952, -2.552, 0.635], [1.071, -3.927, 1.082], [2.397, -4.275, 0.882], [3.003, -5.475, 1.556], [3.159, -3.481, 0.040], [2.612, -2.393, -0.626], [3.494, -1.549, -1.490], [0.704, -2.955, -3.887], [0.011, -3.811, -2.870], [0.964, -3.486, -5.142], [2.365, -2.630, -8.129], [0.821, -3.477, -7.992], [2.303, -4.265, -7.454], [2.427, -0.830, -6.581], [2.767, 0.900, -5.081], [2.587, 0.618, -3.341], [1.216, 1.175, -4.285], [2.979, 1.932, 2.150], [4.759, 3.350, 1.206], [4.533, 4.276, -1.083], [2.515, 3.735, -2.421], [0.757, 2.299, -1.472], [-1.096, -1.476, 0.763], [-1.334, -3.064, 1.519], [-1.537, -2.869, -0.230], [0.464, -4.510, 1.764], [2.228, -6.101, 1.995], [3.688, -5.176, 2.352], [3.568, -6.071, 0.838], [4.208, -3.715, -0.100], [4.546, -1.745, -1.285], [3.288, -0.494, -1.306], [3.298, -1.752, -2.541], [-0.822, -3.257, -2.437], [0.691, -4.071, -2.059], [-0.364, -4.733, -3.317], [0.677, -4.510, -5.364], [0.647, 4.780, 2.466], [-0.108, 4.364, 3.555], [-1.307, 3.717, 3.337], [-1.795, 3.431, 2.115], [-1.054, 3.846, 1.070], [0.146, 4.509, 1.191], [1.595, 5.282, 2.592], [0.227, 4.539, 4.568], [-1.931, 3.412, 4.166], [-1.480, 3.653, 0.090], [0.701, 4.803, 0.311], [-2.345, -0.139, 3.424], [-2.110, 0.581, 4.648], [-0.867, 0.531, 5.326], [-0.689, 1.101, 6.553], [-1.756, 1.780, 7.193], [-2.981, 1.903, 6.494], [-3.148, 1.321, 5.271], [-1.630, 2.278, 8.478], [-1.559, 2.679, 9.568], [-3.398, -0.390, 3.272], [-1.707, -1.019, 3.304], [-0.047, 0.018, 4.844], [0.263, 1.035, 7.066], [-3.785, 2.461, 6.963], [-4.092, 1.408, 4.747]], "atomic_forces_ev_per_a": [[-0.6, -1.2, -0.1], [-0.3, -0.1, 0.5], [-0.2, -0.4, -0.8], [0.6, -0.2, 0.4], [0.0, 0.5, 0.1], [0.8, 0.0, 0.3], [-0.1, -0.1, -0.1], [0.2, 0.0, 0.1], [-0.1, 0.2, 0.0], [0.1, -0.1, -0.2], [0.1, 0.2, 0.0], [-0.1, -0.1, 0.2], [0.1, 0.0, -0.2], [-0.2, 0.0, 0.1], [0.1, -0.1, 0.1], [0.0, 0.0, 0.1], [0.0, 0.0, 0.1], [0.0, 0.0, -0.1], [0.0, -0.1, -0.2], [0.0, 0.1, 0.2], [0.1, 0.0, 0.0], [-0.2, -0.2, 0.2], [0.1, 0.1, -0.7], [-0.2, 0.7, -0.1], [0.1, -1.3, -1.3], [-0.5, 0.4, 1.1], [0.7, 0.4, 0.0], [-0.4, -0.2, -0.2], [0.3, 0.2, -0.1], [-0.1, 0.0, 0.0], [0.3, 0.2, -0.1], [-0.2, -0.2, 0.3], [-0.1, 0.3, 0.0], [-0.2, 0.0, 0.1], [-0.2, 0.1, 0.1], [0.1, -0.1, 0.0], [0.0, 0.0, 0.0], [0.0, 0.1, 0.0], [0.0, -0.1, 0.1], [0.2, 0.1, -0.1], [0.2, 0.0, 0.0], [-0.1, -0.1, 0.0], [0.0, -0.1, 0.0], [0.0, -0.1, -0.1], [0.1, 0.0, -0.1], [0.0, 0.0, -0.1], [0.0, -0.1, -0.1], [0.1, 0.1, -0.1], [0.1, 0.0, -0.1], [0.0, 0.1, 0.1], [0.0, 0.2, 0.1], [-0.1, 0.0, 0.1], [0.1, 0.0, 0.0], [0.0, 0.0, 0.0], [0.0, 0.0, 0.0], [0.0, 0.0, 0.1], [-0.1, -0.1, 0.0], [0.0, -0.1, 0.0], [-0.1, 0.0, -0.1], [-0.1, -0.1, 0.0], [0.0, -0.1, 0.0], [0.0, 0.0, 0.1], [0.0, -0.1, 0.0], [0.1, 0.0, 0.0], [0.1, 0.0, 0.0], [0.0, 0.1, -0.1], [0.1, 0.1, -0.1], [-0.1, 0.0, 0.1], [0.0, -0.1, 0.1], [0.0, -0.1, 0.0], [-0.1, -0.1, 0.0], [-0.5, -0.3, -0.3], [0.3, 0.2, 0.0], [-0.4, -0.1, -0.4], [0.3, 1.2, 0.3], [-0.6, -0.1, 0.0], [0.6, 0.5, 0.5], [0.1, 0.0, 0.0], [0.0, 0.0, 0.0], [0.0, -0.1, 0.1], [0.0, -0.1, 0.0], [0.0, 0.0, -0.1], [-0.3, 0.1, 0.1], [-0.3, -0.3, -0.1], [0.1, 0.0, -0.4], [-0.4, 0.4, 0.5], [0.0, -0.6, -1.6], [0.3, 0.0, 0.4], [0.0, 0.0, -0.1], [0.1, 0.8, 2.1], [0.0, -0.2, -0.7], [0.1, 0.1, 0.0], [0.0, 0.2, 0.0], [0.1, 0.0, -0.1], [0.0, 0.0, 0.0], [0.0, -0.1, 0.0], [-0.1, 0.0, 0.0]], "lowdin_spin": [0.120, 0.016, 0.100, 0.001, 0.026, 0.635, 0.002, 0.000, 0.000, 0.000, 0.001, 0.000, 0.003, 0.000, 0.001, 0.049, 0.000, 0.000, 0.000, 0.000, 0.000, 0.000, 0.001, 0.003, 0.003, -0.003, 0.000, 0.000, 0.000, 0.001, 0.000, 0.000, 0.000, 0.000, 0.000, 0.000, 0.000, 0.000, 0.000, 0.000, 0.000, 0.000, 0.000, 0.000, 0.000, 0.000, 0.000, 0.000, 0.000, 0.000, 0.000, 0.000, 0.000, 0.000, 0.000, 0.000, -0.001, 0.000, 0.000, 0.000, 0.000, 0.000, 0.000, 0.000, 0.000, 0.000, 0.000, 0.000, 0.000, 0.000, 0.000, 0.006, 0.000, 0.006, 0.016, 0.008, -0.001, 0.000, 0.000, 0.000, 0.003, 0.000, 0.005, 0.000, -0.001, 0.000, -0.001, 0.000, -0.001, 0.000, -0.001, 0.004, -0.001, 0.000, 0.000, 0.000, 0.000]}

---

> Which of these has the lowest charge?

C42H48GeN3OPtTe